{"formula": "C4ClF3", "method": "wB97M-V/def2-TZVPD", "e_above_lowest_kcal_mol": 64.8, "e_tot_ha": -911.89992, "multiplicity": 1, "total_charge": 0, "gap_ev": 9.050, "elements": ["C", "C", "C", "C", "F", "F", "F", "Cl"], "coordinates": [[-0.897, -0.144, 0.629], [-2.171, -0.211, 0.791], [0.510, -0.371, 0.480], [0.099, 0.664, -0.415], [0.918, -2.019, -0.644], [1.422, -0.335, 1.367], [0.153, 2.009, -0.143], [-0.035, 0.409, -2.064]], "atomic_forces_ev_per_a": [[1.2, -0.8, -0.4], [0.2, 0.2, -0.1], [-0.1, -2.3, -1.3], [-1.3, 1.9, -0.6], [-0.8, 3.3, 2.4], [0.4, -0.4, 0.4], [0.6, -1.7, 0.3], [-0.1, -0.2, -0.8]], "lowdin_charge": [-0.174, 0.295, -0.255, -0.730, -0.295, 0.232, 0.049, 0.878]}

=====

{"formula": "C3H5O3", "method": "wB97M-V/def2-TZVPD", "e_above_lowest_kcal_mol": 143.7, "e_tot_ha": -342.47845, "multiplicity": 1, "total_charge": 1, "gap_ev": [8.985, 8.982], "elements": ["C", "C", "C", "O", "O", "O", "H", "H", "H", "H", "H"], "coordinates": [[0.745, 1.258, 0.278], [-0.123, -0.441, 0.702], [-0.945, -0.346, -0.550], [0.989, -1.145, 0.581], [1.667, -0.896, -0.481], [1.723, 1.028, -0.324], [0.366, 2.133, 0.823], [-0.598, -0.506, 1.701], [-1.843, -0.961, -0.617], [-0.497, -0.660, -1.473], [-1.484, 0.537, -0.640]], "atomic_forces_ev_per_a": [[1.9, -1.5, 1.0], [-1.2, 1.0, -1.6], [-1.3, -1.7, -0.2], [1.7, 0.4, 1.0], [-0.5, -1.2, -0.3], [-1.5, 1.1, 0.6], [-0.2, 0.0, -0.6], [0.5, -0.1, -0.6], [0.0, -0.9, 1.1], [1.0, 0.5, -0.2], [-0.3, 2.4, -0.3]], "lowdin_charge": [0.103, -0.129, -0.027, 0.031, 0.097, 0.234, 0.194, 0.184, 0.122, 0.111, 0.080]}